Model 1:
The following is a quantum chemistry calculation of the molecule C6H11NO, from the OMol25 dataset.

Element x y z (Å)
H  3.0289  0.5272  0.8346
N  2.0264  0.5128  1.0455
C  1.3413  0.7964  -0.0338
C  -0.1654  0.8378  0.0208
C  -0.8638  2.1370  0.2465
C  -0.6165  -0.3695  -0.2489
C  -1.9079  -1.0705  -0.3172
C  0.8113  -1.4373  -0.4952
O  0.9563  -2.0921  0.7442
H  1.7280  1.3933  -0.8726
H  -1.9239  1.9872  0.4613
H  -0.3676  2.6612  1.0684
H  -0.7822  2.7702  -0.6418
H  -2.5022  -0.8851  0.5852
H  -1.7538  -2.1551  -0.3537
H  -2.4772  -0.7521  -1.1959
H  0.3379  -2.1390  -1.1883
H  1.7792  -1.3089  -0.9906
H  1.3512  -1.4132  1.3314

Summary:
SMILES: [H]/N=C/C(C)=C(/C)CO
Gap between HOMO and LUMO, eV: 9.88

---

Model 2:
The following is a quantum chemistry calculation of the molecule C6H11NO, from the OMol25 dataset.

Element x y z (Å)
N  2.6983  -0.3172  -0.1472
C  1.5943  0.6306  0.2280
C  0.3413  -0.0623  0.9819
C  -1.1514  0.1700  1.2568
C  -1.7239  -0.6357  -0.1362
C  -0.6214  -0.5526  -1.2792
C  0.2887  0.4287  -0.4983
O  -0.4927  1.7207  -0.3820
H  2.4025  -1.1319  -0.8840
H  3.1774  -0.6409  0.7873
H  1.8934  1.7833  0.2665
H  0.6060  -1.2078  1.1984
H  -1.5847  1.1405  1.4766
H  -1.1791  -0.3320  2.2256
H  -1.9345  -1.6924  0.2028
H  -2.7335  -0.3037  -0.4807
H  -1.0352  0.1098  -2.0240
H  -0.1359  -1.4626  -1.5910
H  -0.4094  2.3557  -1.2013

Summary:
SMILES: N[C@@H]1[C@H]2CCC[C@]12O
Gap between HOMO and LUMO, eV: 9.18

---

Model 3:
The following is a quantum chemistry calculation of a cluster of 2 separate species, C6H11NO in total, from the OMol25 dataset.

Element x y z (Å)
C  -1.0340  -0.8200  -1.0848
C  0.0365  0.1308  -0.7596
C  1.3968  -0.4262  -0.3045
C  -0.3849  1.3007  0.0634
C  0.0507  1.5019  -1.3804
H  -2.0247  -0.2892  -0.8984
H  -1.1691  -1.1990  -2.0760
H  -1.2492  -1.6475  -0.4089
H  2.0293  -0.3981  -1.1327
H  1.3137  -1.3588  0.2920
H  1.7824  0.3303  0.5421
H  -1.4702  1.6493  0.2897
H  0.3263  1.6735  0.6934
H  -0.5833  1.8038  -2.1594
H  0.9731  1.9307  -1.4856
N  -0.6833  -0.8601  2.1812
C  0.3018  -1.3990  2.6238
O  1.1078  -1.9874  3.1967
H  -0.7199  0.0642  1.8081

Summary:
SMILES: CC1(C)CC1.N=C=O
Gap between HOMO and LUMO, eV: 11.21

---

Short version: model 3 is the most stable of them.

---

Model 1:
The following is a quantum chemistry calculation of a cluster of 2 separate species, C6H11NO in total, from the OMol25 dataset.

Element x y z (Å)
C  -2.1763  0.4697  -0.7022
C  -0.9336  0.4663  0.1377
C  -0.9440  -0.1377  1.4346
C  0.3217  -0.1376  1.9238
N  1.1134  0.4371  0.9636
C  0.3607  0.8139  -0.1241
C  1.0576  1.2416  -1.3780
H  -2.1545  0.8286  -1.7289
H  -2.7184  -0.4508  -0.6553
H  -2.7946  1.2347  -0.2127
H  -1.8697  -0.5183  1.8443
H  0.7212  -0.3941  2.8926
H  2.1025  0.6016  1.0199
H  2.0728  1.5806  -1.1314
H  0.6602  2.1767  -1.7751
H  1.1497  0.4176  -2.0834
O  1.0092  -2.8910  -0.3252
H  1.3565  -2.1423  0.1655
H  1.6654  -3.5966  -0.2657

Summary:
SMILES: Cc1cc[nH]c1C.O
Gap between HOMO and LUMO, eV: 8.80

---

Model 2:
The following is a quantum chemistry calculation of the molecule C6H11NO, from the OMol25 dataset.

Element x y z (Å)
O  -1.2325  -1.1827  2.6456
C  -1.0933  -1.0849  1.2703
C  0.1630  -0.4649  0.5430
C  0.7404  -0.9222  -0.9900
C  0.0247  0.1858  -1.7606
N  0.2379  1.5197  -2.2399
C  0.4964  1.3153  -0.8630
C  0.0228  1.1414  0.4442
H  -1.2104  -0.1980  2.9309
H  -2.0076  -0.8405  0.7449
H  -0.7340  -2.1809  0.9108
H  1.0011  -0.5306  1.2746
H  0.5283  -2.1735  -1.1285
H  1.7669  -0.9859  -0.8574
H  -0.9626  0.3740  -1.3946
H  1.1564  1.7777  -2.4676
H  1.6314  1.3315  -0.8478
H  -1.1424  1.2222  0.5661
H  0.6136  1.6966  1.2191

Summary:
SMILES: OCC1C[C@@H]2N[C@H]2C1
Gap between HOMO and LUMO, eV: 9.20

---

Model 3:
The following is a quantum chemistry calculation of the molecule C6H11NO, from the OMol25 dataset.

Element x y z (Å)
C  1.8144  0.0629  0.9430
C  0.6683  0.4657  0.0673
C  0.9239  1.6753  -0.7855
C  -0.3751  -0.4931  -0.2534
C  -0.2241  -1.9541  -0.5266
C  -1.4163  0.2126  0.3053
N  -2.7572  -0.0739  0.3387
O  -0.9583  1.2667  0.9303
H  2.1854  0.9228  1.5027
H  1.5386  -0.7318  1.6341
H  2.6404  -0.2922  0.3149
H  1.2987  2.5178  -0.2015
H  0.0317  1.9719  -1.3315
H  1.6988  1.4019  -1.5144
H  -1.1692  -2.4703  -0.3412
H  0.0771  -2.1808  -1.5557
H  0.5234  -2.4160  0.1314
H  -3.3280  0.6027  0.8216
H  -3.1725  -0.4882  -0.4795

Summary:
SMILES: CC(C)=C(C)C(N)=O
Gap between HOMO and LUMO, eV: 8.07

---

Model 4:
The following is a quantum chemistry calculation of a cluster of 2 separate species, C6H11NO in total, from the OMol25 dataset.

Element x y z (Å)
C  2.0101  0.3915  0.6397
C  3.0671  -0.1693  1.6626
C  1.9303  -0.2278  2.7045
C  -0.8807  1.0669  -1.5609
C  -2.5090  -0.7508  -1.9741
C  -1.8160  0.1611  -0.9398
N  1.1138  0.3070  1.6413
O  -2.1206  0.0817  0.2382
H  3.5347  -1.0306  1.4009
H  3.8085  0.6117  1.7931
H  1.6901  -1.1178  3.1585
H  2.0574  0.5330  3.3753
H  -0.4138  0.5524  -2.5078
H  0.0701  1.1865  -0.8309
H  -1.2410  2.0044  -1.7259
H  -1.9256  -0.6334  -2.9905
H  -3.6584  -0.5674  -2.1288
H  -2.4939  -1.7286  -1.7080
H  0.1049  0.5237  1.6090

Summary:
Gap between HOMO and LUMO, eV: 9.31

---

Short version: model 1 is the most stable of them.

---

Model 1:
The following is a quantum chemistry calculation of the molecule C6H11NO, from the OMol25 dataset.

Element x y z (Å)
N  3.4019  1.0704  -0.6084
C  2.2732  0.2558  -0.3899
C  1.5476  0.2190  0.7223
C  0.3231  -0.6355  0.8916
C  -0.9716  0.1397  1.1310
C  -1.6658  0.6313  -0.1865
C  -2.1446  -0.5549  -0.9532
O  -3.1549  -1.1727  -0.7246
H  4.1712  0.5539  -1.0087
H  3.6764  1.5605  0.2308
H  1.9586  -0.3403  -1.2339
H  1.8619  0.8124  1.5726
H  0.2295  -1.2747  0.0062
H  0.5104  -1.3763  1.6776
H  -1.7144  -0.5085  1.6043
H  -0.7774  1.0311  1.7098
H  -2.4872  1.2415  0.1683
H  -0.9618  1.2191  -0.7684
H  -1.4716  -0.8971  -1.7628

Summary:
SMILES: N/C=C/CCCC=O
Gap between HOMO and LUMO, eV: 9.52

---

Model 2:
The following is a quantum chemistry calculation of a structure of composition C6H11NO, from the OMol25 dataset.

Element x y z (Å)
C  0.8350  1.4222  -1.0116
C  1.8046  -0.8136  -0.2912
C  0.5350  -0.0026  -0.5534
O  -0.2934  -0.6414  -1.4456
H  1.4541  1.9581  -0.2880
H  1.3571  1.3869  -1.9702
H  2.3876  -0.3552  0.5131
H  2.4205  -0.8494  -1.1923
H  1.5520  -1.8383  -0.0127
H  -0.0978  1.9683  -1.1634
C  -0.2990  0.0171  0.8618
C  -2.4223  -1.4461  -0.0818
C  -0.5596  1.1158  1.6280
N  -1.6485  -0.4629  -0.2876
H  -0.1181  -0.9057  1.4114
H  -2.8531  -1.9688  -0.9346
H  -2.7244  -1.7189  0.9284
H  -0.4944  1.0717  2.7074
H  -0.8354  2.0630  1.1824

Summary:
Gap between HOMO and LUMO (spin up / spin down), eV: 6.92 / 7.90

---

Short version: model 1 is the most stable of them.

---

Model 1:
The following is a quantum chemistry calculation of a cluster of 2 separate species, C11H15N in total, from the OMol25 dataset.

Element x y z (Å)
C  0.8504  0.9118  -3.4600
C  -0.9337  0.9291  -0.2047
C  -0.2183  0.1859  -1.1778
C  0.2332  1.1651  -2.1428
C  -0.2209  2.4617  -1.6754
C  -1.2909  -1.1955  0.8456
C  -1.4779  0.0934  0.8545
C  -0.5327  -1.8523  -0.0380
C  0.2216  -1.1490  -1.0038
N  -1.0015  2.2644  -0.4810
H  -1.7537  -1.7556  1.7082
H  -2.1574  0.5558  1.5737
H  -0.8840  -2.7617  -0.1583
H  1.0012  -1.4053  -1.6405
H  -1.5749  2.9841  0.0004
H  -0.0241  3.4390  -1.9438
H  1.9354  0.9205  -3.5041
H  0.5736  1.7032  -4.1147
H  0.4623  -0.0554  -3.9304
C  1.8188  -1.1451  2.9205
C  1.5080  -2.0618  4.1232
H  0.9938  -0.4526  2.7081
H  2.6448  -0.5018  3.0906
H  1.7199  -1.7431  2.0054
H  0.9993  -1.4045  4.8384
H  0.8578  -2.9216  3.9752
H  2.4707  -2.5111  4.5107

Summary:
Gap between HOMO and LUMO (spin up / spin down), eV: 3.30 / 6.54
Spin multiplicity: 2
Total charge: -1

---

Model 2:
The following is a quantum chemistry calculation of a cluster of 2 separate species, C11H15N in total, from the OMol25 dataset.

Element x y z (Å)
C  0.7995  -2.4991  1.5208
C  0.6579  -1.3576  -0.7640
C  0.2337  -1.5053  0.5893
C  -0.3164  -0.5027  -1.3981
C  -0.9648  -0.8370  0.7465
C  1.7324  -1.8549  -1.5190
C  1.9928  -1.2632  -2.7901
C  1.0336  -0.4223  -3.3792
C  -0.1403  -0.0474  -2.7172
N  -1.3073  -0.2452  -0.4899
H  2.3472  -2.7334  -1.3360
H  2.9486  -1.4067  -3.2768
H  1.2089  -0.2183  -4.4300
H  1.8907  -2.4713  1.6423
H  0.5361  -3.5006  1.1511
H  -1.7735  -1.0607  1.4323
H  -1.9762  0.5099  -0.5643
H  -0.7755  0.6358  -3.2641
H  0.4436  -2.3541  2.5466
C  -0.6994  2.3152  2.2744
C  -1.4609  3.5158  1.7439
H  -0.8843  1.3950  1.7156
H  0.3983  2.3493  2.2300
H  -0.8573  2.0549  3.3221
H  -0.8205  4.3912  1.6326
H  -2.1798  3.8619  2.4974
H  -2.0671  3.2507  0.8838

Summary:
Gap between HOMO and LUMO (spin up / spin down), eV: 2.94 / 6.41
Spin multiplicity: 2
Total charge: -1

---

Short version: model 2 is the most stable of them.